# 1
ORCA calculation (wB97M-V/def2-TZVPD) on the molecule C13H18OSi.

```
! wB97M-V def2-TZVPD RIJCOSX def2/J DEFGRID3
* xyz 0 1
Si 2.868 -0.074 0.121
O -0.716 -3.783 0.653
C 3.678 -1.750 -0.119
C 0.018 -0.983 0.220
C 1.111 -0.550 -0.060
C 3.059 0.908 1.745
C -3.477 -0.985 -0.700
C -3.596 -0.640 0.753
C -1.367 2.275 -0.842
C -2.246 -0.407 0.063
C -2.846 2.399 -0.348
C 3.339 1.207 -1.195
C -1.555 -2.887 0.574
C -2.045 1.200 -0.202
C -1.260 -1.575 0.280
H -3.634 2.594 -1.019
H -3.209 -1.954 -1.158
H 4.289 1.006 -1.768
H -4.091 0.329 1.064
H 2.927 -2.471 0.237
H 2.795 0.345 2.619
H 2.518 1.884 1.749
H -3.980 -0.354 -1.306
H -3.693 -1.500 1.340
H 3.603 2.131 -0.739
H -1.201 2.199 -1.962
H -3.108 3.024 0.526
H -0.740 2.835 -0.262
H -2.576 -3.073 0.760
H 2.497 1.441 -1.974
H 4.133 1.234 1.910
H 3.801 -1.992 -1.194
H 4.704 -2.034 0.236
*
```

* ΔE to the lowest compared entry with this formula, charge and spin: 10.668 eV
* M: 218.372 g/mol
* largest force on an atom: 6.05 eV Å⁻¹
* HOMO level (alpha / beta): -7.0 / -6.1 eV
* E: -870.55102 hartree
* frontier orbital gap (alpha / beta): 0.1826 / 0.1192 Ha

Atom charges from the natural (NBO) analysis, given in e for atoms 1 to 6: atom 1 (Si): 1.586, atom 2 (O): -0.574, atom 3 (C): -1.124, atom 4 (C): 0.023, atom 5 (C): -0.484, atom 6 (C): -1.090

# 2
ORCA calculation (wB97M-V/def2-TZVPD) on the molecule C13H19BrN2O3S2.

```
! wB97M-V def2-TZVPD RIJCOSX def2/J DEFGRID3
* xyz 0 1
Br 4.195 0.539 3.721
S 2.450 0.873 1.157
S 1.688 0.133 -1.631
O 2.557 0.408 -2.738
O 0.695 1.110 -1.283
O 0.538 -1.208 0.707
N 0.944 -1.342 -1.885
N -1.612 -0.582 0.565
C -2.799 1.228 -0.630
C -0.462 -1.022 0.031
C 2.721 -0.106 -0.217
C -1.269 2.167 1.170
C 3.740 -0.992 -0.053
C -2.664 2.204 0.538
C -2.802 -0.234 -0.178
C -1.622 -0.257 1.980
C -1.111 1.156 2.307
C 3.738 0.064 1.977
C -0.435 -1.364 -1.457
C 4.336 -0.900 1.221
C 1.252 -2.046 -3.106
H 5.152 -1.511 1.562
H 0.531 -1.823 -3.900
H -0.826 -2.378 -1.590
H -3.428 1.999 1.291
H -3.660 -0.406 0.480
H 1.262 -3.120 -2.915
H -0.537 1.953 0.389
H -1.963 1.394 -1.313
H -0.994 -0.993 2.489
H -0.052 1.104 2.560
H 2.236 -1.719 -3.430
H -2.912 -0.900 -1.037
H -1.031 -0.658 -2.046
H -1.646 1.510 3.191
H -1.030 3.151 1.576
H -2.846 3.209 0.152
H -3.729 1.420 -1.170
H -2.649 -0.378 2.331
H 4.043 -1.684 -0.816
*
```

* ΔE to the lowest compared entry with this formula, charge and spin: 0.296 eV
* M: 395.344 g/mol
* largest force on an atom: 0.99 eV Å⁻¹
* SMILES string: CN(CC(=O)N1CCCCCC1)S(=O)(=O)c1ccc(Br)s1
* HOMO level: -8.6 eV
* E: -4212.36617 hartree
* frontier orbital gap: 0.3384 Ha

Atom charges from the natural (NBO) analysis, given in e for atoms 1 to 6: atom 1 (Br): 0.116, atom 2 (S): 0.556, atom 3 (S): 2.343, atom 4 (O): -0.929, atom 5 (O): -0.958, atom 6 (O): -0.652

# 3
ORCA calculation (wB97M-V/def2-TZVPD) on C13H19Cl5IrSbSe4Si2 as an isolated structure.

```
! wB97M-V def2-TZVPD RIJCOSX def2/J DEFGRID3
* xyz 1 6
Ir 1.292 -0.328 0.186
Sb 1.736 -4.110 0.900
Se 0.822 -1.985 1.856
Se 2.862 -3.856 -1.299
Se 3.352 -4.915 2.580
Se -0.256 -5.572 0.668
Cl 5.466 4.651 -0.254
Cl 0.263 3.294 -0.567
Cl 2.479 5.438 -0.572
Cl 6.239 1.611 0.091
Cl 3.889 -0.540 0.135
Si -1.559 0.870 1.129
Si -1.372 -1.395 -1.290
C 2.236 1.464 -0.207
C -2.786 1.967 0.267
C 4.254 3.447 -0.234
C -2.465 -0.573 -2.536
C 4.613 2.109 -0.084
C -0.567 0.044 -0.314
C -2.484 -0.321 2.215
C -2.331 -2.614 -0.278
C 3.587 1.191 -0.089
C -0.079 -2.391 -2.228
C -0.452 1.807 2.297
C 1.909 2.808 -0.352
C 2.904 3.792 -0.373
H -1.859 -1.130 2.598
H -2.462 -3.522 -0.876
H -0.398 -2.554 -3.262
H -3.323 -2.245 -0.022
H -0.511 0.836 -1.075
H -3.359 -0.758 1.743
H -3.065 -1.318 -3.070
H -3.029 2.830 0.894
H -0.158 1.146 3.120
H -2.417 2.341 -0.690
H -1.816 -2.881 0.649
H -3.717 1.421 0.084
H -1.860 -0.038 -3.274
H 0.453 2.193 1.830
H 0.045 -3.384 -1.774
H 0.889 -1.885 -2.267
H -3.150 0.141 -2.072
H -0.985 2.654 2.740
H -2.827 0.259 3.080
*
```

* M: 1038.549 g/mol
* largest force on an atom: 0.83 eV Å⁻¹
* HOMO level (alpha / beta): -11.6 / -11.8 eV
* E: -13336.71880 hartree
* frontier orbital gap (alpha / beta): 0.2427 / 0.1863 Ha

Atom charges from the natural (NBO) analysis, given in e for atoms 1 to 6: atom 1 (Ir): 0.766, atom 2 (Sb): 0.758, atom 3 (Se): -0.316, atom 4 (Se): 0.000, atom 5 (Se): 0.030, atom 6 (Se): 0.013

# 4
ORCA calculation (wB97M-V/def2-TZVPD) on C13H19ClGdN2O2S4 as an isolated structure.

```
! wB97M-V def2-TZVPD RIJCOSX def2/J DEFGRID3
* xyz 1 8
Gd -0.652 0.304 0.341
Cl -3.492 1.481 -0.286
S -0.581 -2.879 1.565
S 1.391 -1.571 -0.862
S 1.356 -0.429 2.520
S 1.120 2.346 0.601
O -2.283 -0.407 1.566
O -1.992 -1.197 -0.465
N -0.600 2.128 -1.378
N 0.623 4.165 -1.249
C 2.799 -0.859 1.490
C 0.468 -3.147 -1.036
C 0.323 2.953 -0.810
C -0.035 4.646 -2.301
C 1.069 -1.870 3.596
C -1.258 2.624 -2.434
C -1.020 3.880 -2.934
C -2.740 -0.743 0.446
C -4.085 -0.191 0.036
C 0.327 6.017 -2.760
C 0.591 -3.164 2.938
C 2.635 -1.942 0.432
C 0.142 -3.909 0.239
H 1.044 -3.784 -1.706
H 1.382 6.042 -3.035
H -0.597 -4.671 -0.004
H 3.060 0.096 1.033
H 3.603 -1.145 2.169
H 1.426 -3.751 2.563
H 1.983 -2.049 4.161
H 0.197 6.719 -1.937
H -0.278 6.330 -3.608
H 0.070 -3.769 3.679
H 1.018 -4.418 0.636
H -4.835 -0.162 0.817
H -1.994 1.973 -2.890
H 3.588 -2.063 -0.083
H -0.444 -2.840 -1.544
H -1.569 4.257 -3.783
H -4.444 -0.618 -0.892
H 0.316 -1.488 4.285
H 2.368 -2.894 0.882
*
```

* M: 556.278 g/mol
* largest force on an atom: 5.29 eV Å⁻¹
* HOMO level (alpha / beta): -11.5 / -11.5 eV
* E: -3585.24158 hartree
* frontier orbital gap (alpha / beta): 0.3230 / 0.2152 Ha

Atom charges from the Löwdin analysis, given in e for atoms 1 to 6: atom 1 (Gd): 1.238, atom 2 (Cl): 0.713, atom 3 (S): 0.907, atom 4 (S): 0.854, atom 5 (S): 0.787, atom 6 (S): 0.615

# 5
ORCA calculation (wB97M-V/def2-TZVPD) on C13H19CoF3NO9S as an isolated structure.

```
! wB97M-V def2-TZVPD RIJCOSX def2/J DEFGRID3
* xyz -1 4
Co -12.915 -8.707 -2.140
S -11.163 -6.048 -2.466
F -12.534 -4.491 -4.114
F -10.677 -3.654 -3.430
F -10.545 -5.248 -4.890
O -11.657 -9.286 -0.601
O -11.765 -7.230 -3.087
O -13.906 -13.910 -5.544
O -14.493 -9.085 -3.331
O -16.156 -12.498 -6.005
O -12.046 -5.545 -1.415
O -14.292 -10.151 -0.040
O -9.754 -6.157 -2.123
O -12.319 -10.556 -2.725
N -14.005 -7.595 -0.802
C -14.827 -6.814 1.403
C -14.909 -9.248 0.856
C -12.978 -12.326 -4.052
C -15.277 -12.013 -5.312
C -15.205 -11.048 -0.598
C -15.366 -10.734 -4.721
C -9.401 -8.820 0.272
C -14.008 -12.890 -4.941
C -11.226 -4.775 -3.844
C -14.143 -7.877 0.659
C -14.389 -10.221 -3.927
C -10.251 -9.399 -0.939
C -13.158 -11.097 -3.566
H -14.652 -11.764 -1.142
H -9.655 -9.234 1.271
H -15.836 -6.753 1.044
H -14.870 -7.187 2.470
H -13.032 -8.110 0.876
H -12.089 -10.115 -0.392
H -13.364 -6.784 -0.823
H -15.806 -10.626 -1.365
H -10.050 -8.868 -1.842
H -14.897 -9.435 1.966
H -14.922 -7.303 -1.198
H -12.060 -12.857 -3.859
H -16.199 -10.189 -5.028
H -14.405 -5.800 1.329
H -8.366 -8.949 0.120
H -16.011 -9.044 0.608
H -15.872 -11.526 0.090
H -10.091 -10.455 -1.172
H -9.597 -7.700 0.278
*
```

* M: 481.287 g/mol
* largest force on an atom: 3.72 eV Å⁻¹
* HOMO level (alpha / beta): -4.7 / -4.6 eV
* E: -3319.34079 hartree
* frontier orbital gap (alpha / beta): 0.2625 / 0.2615 Ha

Atom charges from the natural (NBO) analysis, given in e for atoms 1 to 6: atom 1 (Co): 1.549, atom 2 (S): 2.325, atom 3 (F): -0.325, atom 4 (F): -0.312, atom 5 (F): -0.308, atom 6 (O): -0.793

# 6
ORCA calculation (wB97M-V/def2-TZVPD) on C13H19N3O4Rh as an isolated structure.

```
! wB97M-V def2-TZVPD RIJCOSX def2/J DEFGRID3
* xyz 1 1
Rh 0.020 -0.344 -0.786
O -1.967 0.128 -1.024
O 3.458 1.804 -0.566
O -3.459 1.754 -0.567
O 1.990 0.156 -1.013
N -0.001 1.685 -0.740
N 0.024 -0.370 1.284
N 0.006 -2.424 -0.610
C -0.022 4.388 -0.876
C 1.162 2.329 -0.783
C -1.225 3.689 -0.853
C 1.192 3.707 -0.854
C -1.172 2.311 -0.784
C -0.350 -2.738 0.775
C -1.024 -2.868 -1.580
C -2.343 1.361 -0.779
C 1.030 0.565 1.840
C 2.346 1.398 -0.774
C 0.371 -1.764 1.660
C 1.331 -2.950 -1.007
C -1.334 0.009 1.748
H 2.099 -2.622 -0.311
H 1.311 -4.043 -1.027
H -2.095 -0.596 1.267
H 2.146 4.216 -0.875
H -1.081 -3.959 -1.615
H -2.187 4.181 -0.871
H -1.430 -2.644 0.889
H 0.115 -1.944 2.708
H -1.523 1.049 1.508
H 1.109 0.403 2.917
H 1.450 -1.874 1.566
H 0.721 1.588 1.662
H -0.029 5.470 -0.905
H -1.994 -2.466 -1.298
H 1.998 0.391 1.380
H -0.082 -3.766 1.032
H -0.762 -2.507 -2.574
H -1.389 -0.121 2.831
H 1.590 -2.582 -1.996
*
```

* ΔE to the lowest compared entry with this formula, charge and spin: 0.558 eV
* M: 384.218 g/mol
* largest force on an atom: 3.31 eV Å⁻¹
* HOMO level: -13.1 eV
* E: -1082.34327 hartree
* frontier orbital gap: 0.2875 Ha

Atom charges from the natural (NBO) analysis, given in e for atoms 1 to 6: atom 1 (Rh): 1.262, atom 2 (O): -0.761, atom 3 (O): -0.538, atom 4 (O): -0.541, atom 5 (O): -0.754, atom 6 (N): -0.417